1.
Density functional theory data (ωB97M-V with the def2-TZVPD basis set) for 6 unconnected molecules or ions with the total composition C35H68Br3F3O10S6 in a non-equilibrium geometry.

The geometry in XYZ format:
```
125
Properties=species:S:1:pos:R:3:forces:R:3
C 0.831904 -6.639010 2.861968 5.9971 7.2199 -1.2738
C 1.737353 -5.598321 2.624232 -5.6446 -6.1323 2.1124
C 2.784231 -4.327721 2.583675 -0.7423 -0.8328 0.3367
C 3.223503 -3.910849 1.034754 -0.0998 0.0306 1.5455
C 4.451705 -2.792374 1.216333 -1.0771 -0.2487 0.8828
C 3.756379 -1.274555 1.104830 -0.0492 -1.2964 -2.4399
C 3.549879 -1.070115 -0.547437 2.0630 -1.4799 0.7289
O 3.496524 0.304345 -0.986122 -2.2458 -1.0005 0.7868
C 2.246818 1.018972 -0.764129 -0.2568 2.9117 -0.7091
C 2.342082 2.310719 -1.828697 -0.5488 -1.0656 -0.8377
C 1.191478 3.444818 -1.618452 0.1758 0.9493 -1.1624
C 1.790034 4.937059 -1.156054 -1.1806 0.1416 -0.2816
C 0.594824 6.051504 -1.513197 0.6499 0.3021 1.4166
C -0.602412 5.779994 -0.384326 0.5192 -0.6845 -0.3063
C 0.868252 0.237889 -1.171327 -0.3825 -1.3157 -0.6137
C 0.024014 -0.402627 0.077515 -0.6715 0.3838 -0.1982
C -0.757263 -1.811784 -0.265441 0.6062 0.2249 0.3707
F 0.029473 -2.774012 -1.072616 -2.1883 2.7636 1.6429
Br -1.029603 -2.723223 1.539708 0.4544 0.6036 -1.3707
C -2.289842 -1.595238 -0.862423 -0.1733 -0.0203 0.5435
F -3.074375 -0.891809 0.212894 2.2936 -1.3555 -3.8173
F -2.316445 -0.893914 -2.166516 -0.1196 -1.8526 4.3311
Br -3.109898 -3.460064 -0.954779 0.3877 2.0350 -0.6221
C 2.132299 1.741088 0.740636 0.0402 -0.5076 1.0709
C 3.390754 2.767366 1.052715 5.9609 -0.7931 -3.8482
O 4.579372 2.753711 0.445611 -8.3140 0.0426 4.1440
Br 3.189579 4.167012 2.523717 -0.0588 -1.2701 -1.2471
O 4.623793 -0.185665 1.516710 -1.4321 -1.4122 1.3973
C 4.790422 0.014915 2.934189 2.8673 1.6195 0.8964
S 3.813962 -1.006545 4.126635 0.0912 -0.4347 0.6203
C 6.400666 -0.153830 3.355145 -0.5567 0.8154 1.6164
C 6.725746 1.089773 4.425032 1.9316 -0.5904 -1.8193
O 5.961773 0.991497 5.678535 -2.1992 3.1644 -1.1581
C 5.068787 2.142332 5.884738 0.2571 5.1849 -0.0184
O 5.391938 3.435381 5.729276 -1.2834 -8.3832 0.4622
C 3.510622 1.861222 6.421578 0.3949 0.4496 0.6683
C 2.374244 2.055396 5.256809 -0.7704 0.2674 -0.5702
H 0.022296 -7.450796 3.163577 2.0297 2.0376 -0.8815
H 2.276346 -3.423865 3.166467 0.9612 -1.9690 -1.3876
H 3.731551 -4.626665 3.240481 -2.0183 0.4798 -1.5860
H 3.572020 -4.891191 0.496388 -0.7859 2.3016 0.9161
H 2.252580 -3.424274 0.540470 2.2190 -1.1923 0.8429
H 5.331537 -2.949206 0.461657 -1.8685 0.5034 1.1923
H 4.893974 -2.987495 2.299387 -0.8809 0.6850 -2.2640
H 2.654436 -1.250727 1.522228 2.3013 -0.0542 -0.0580
H 4.562517 -1.523335 -0.995544 -2.2538 1.3015 0.7454
H 2.713528 -1.796041 -0.919000 1.1857 1.6554 0.6558
H 3.419337 2.766275 -1.890630 -2.0997 -0.9694 0.5046
H 2.142030 1.814404 -2.895943 0.5210 0.9882 2.2417
H 0.271864 3.108788 -0.947103 2.0821 0.6315 -1.1987
H 0.715057 3.649463 -2.694350 1.1231 -0.4934 2.5716
H 1.954995 5.024144 -0.001003 -0.1560 -0.2799 -2.1394
H 2.803498 5.185586 -1.694391 -2.0184 -0.6308 0.8986
H 0.215273 5.973999 -2.617327 0.7668 0.0028 2.2821
H 1.011991 7.150685 -1.314047 -0.7926 -2.3808 -0.5496
H -0.800232 6.711651 0.304083 0.1678 -1.8300 -1.5808
H -0.241547 4.895607 0.323281 -0.8169 1.9139 -1.4043
H -1.554197 5.384756 -0.938561 1.5295 0.9716 1.2784
H 0.092588 0.898252 -1.789052 2.0308 -1.0793 1.4491
H 1.162890 -0.642249 -1.922637 -0.4915 1.9348 1.6811
H 0.633516 -0.584968 1.058182 -1.0193 0.2752 -2.1090
H -0.826531 0.388717 0.345193 1.7045 -1.9143 -0.3777
H 2.166122 0.934738 1.621049 0.1902 1.7282 -1.8099
H 1.075092 2.274400 0.896021 2.5748 -0.8758 -0.5161
H 4.550460 1.161383 3.166807 0.3050 -2.3375 -0.7358
H 4.684242 -1.267685 5.222676 -0.6349 0.6693 -1.7602
H 6.599619 -1.142025 3.972255 -0.4523 1.7821 -1.6667
H 7.123150 -0.050911 2.439318 -1.5376 -0.1611 1.7255
H 6.538260 2.081874 3.815306 0.3913 -1.7772 1.7376
H 7.868066 0.959257 4.719017 -2.4061 0.6119 -0.6160
H 3.310060 2.717709 7.228537 0.6580 -1.9212 -1.8072
H 3.411792 0.833121 6.985416 0.3355 1.9487 -1.4441
H 2.076772 3.198107 5.084760 0.9129 -2.5315 0.6182
H 1.371700 1.495137 5.563835 2.2675 1.0956 -0.5177
H 2.682552 1.652771 4.192558 -0.4893 0.6879 2.3745
C -3.859244 -7.555503 4.151109 0.0282 0.1313 -0.0633
S -2.689253 -8.912463 4.401704 0.2477 0.1701 -0.2175
O -1.336759 -8.427352 3.970288 -0.7707 -0.3253 0.1303
C -3.337304 -9.963226 3.079334 0.0607 -0.0297 -0.1327
H -3.618335 -6.755223 4.854913 0.0593 -0.1881 -0.0603
H -3.778578 -7.175604 3.129799 0.0778 -0.0852 0.0722
H -4.875131 -7.909319 4.340954 0.1110 -0.0488 0.0247
H -3.288588 -9.435112 2.124088 0.0450 0.0305 0.1234
H -4.370332 -10.238464 3.304283 0.0940 0.0507 0.0641
H -2.726749 -10.867787 3.024261 -0.0272 0.1769 0.1057
C -3.156455 5.181548 -3.745442 0.3629 0.1331 0.4239
S -1.986464 3.824589 -3.494846 -0.1434 0.2399 -0.2807
O -0.633970 4.309699 -3.926262 -0.6678 -0.0928 -0.3998
C -2.634515 2.773826 -4.817215 0.0588 -0.0810 -0.0884
H -2.915546 5.981829 -3.041638 0.2073 -0.1608 0.0118
H -3.075788 5.561447 -4.766751 0.0234 -0.1920 0.1187
H -4.172341 4.827732 -3.555596 0.4781 -0.0753 -0.0274
H -2.585799 3.301940 -5.772462 -0.0019 0.0453 0.1553
H -3.667543 2.498587 -4.592267 0.0697 0.1320 0.0287
H -2.023961 1.869265 -4.872290 0.0109 0.1576 0.1180
C 3.695135 -6.971880 -3.201321 -0.0667 0.1029 -0.0749
S 4.703390 -6.854444 -1.703776 -0.0133 0.3012 0.0134
O 4.557239 -5.460093 -1.169814 0.2640 -0.6521 -0.5941
C 6.300920 -6.948958 -2.547400 0.0935 0.0948 -0.0438
H 2.642642 -6.896432 -2.917788 0.1894 -0.0042 0.0889
H 3.944854 -6.157311 -3.885444 0.0380 -0.0256 0.1240
H 3.870357 -7.935499 -3.685043 0.0242 0.0438 0.1043
H 6.390186 -6.135726 -3.271596 -0.0871 -0.0282 0.0891
H 6.391029 -7.913474 -3.052468 -0.0660 0.0482 0.0805
H 7.093501 -6.857237 -1.800780 -0.2057 -0.0114 -0.0225
C -6.604376 6.923099 -6.111221 0.0972 -0.0063 -0.1189
S -6.289704 5.905795 -4.648658 -0.3366 -0.1805 -0.3160
O -5.483823 4.719556 -5.089210 -0.9150 0.2225 -0.3344
C -7.999017 5.353043 -4.435465 0.0556 -0.1137 0.0418
H -5.655917 7.347109 -6.449547 -0.0851 -0.0960 0.1291
H -7.031619 6.310197 -6.908541 0.0474 -0.0352 0.1371
H -7.289819 7.733218 -5.852128 0.0707 -0.0848 0.0641
H -8.340237 4.836709 -5.335877 0.1443 0.0720 0.0070
H -8.638934 6.214562 -4.231020 0.1112 -0.0570 0.0367
H -8.038005 4.665295 -3.587219 0.0191 0.1578 -0.0417
C -9.020638 1.277754 -2.476106 0.1170 0.0249 -0.0249
S -10.303076 2.338725 -1.767087 0.2068 0.3046 0.0447
O -9.813339 3.754414 -1.848788 -0.0387 -0.6392 0.0298
C -10.080241 1.783971 -0.059653 0.0616 0.0528 0.1052
H -8.953795 1.482723 -3.547248 -0.1009 0.0393 0.1571
H -8.057270 1.490084 -2.006273 -0.1127 0.0507 0.0121
H -9.289026 0.229668 -2.325322 -0.0431 0.1000 0.0000
H -9.051726 1.965307 0.261357 -0.0670 0.0304 -0.1097
H -10.314121 0.719243 0.012181 -0.0144 0.0871 -0.0766
H -10.763692 2.347448 0.580211 0.0578 -0.0291 -0.1988
```
Forces are in eV/Å.

Properties
gap between HOMO and LUMO	8.13	eV
spin multiplicity	1



2.
Density functional theory data (ωB97M-V with the def2-TZVPD basis set) for 11 unconnected molecules or ions with the total composition C35H68N8O3 in a non-equilibrium geometry.

The geometry in XYZ format:
```
114
Properties=species:S:1:pos:R:3:forces:R:3
C 1.905871 -2.076208 -2.955163 1.2895 0.0038 1.0840
C 3.355992 -1.746017 -2.517951 0.4063 0.2170 -0.8550
C 3.516638 -0.598981 -1.503884 -0.0178 -0.0592 0.0879
C 4.716898 0.238337 -1.696615 3.0534 2.4316 -1.1658
N 5.653938 0.936906 -1.917288 -3.5472 -2.6904 0.8948
H 1.299154 -2.189865 -2.056795 -0.4031 0.1193 -0.1964
H 1.964602 -3.041630 -3.457776 -0.3633 0.1059 -0.2656
H 1.561749 -1.275995 -3.610398 -0.3498 -0.1982 0.1678
H 3.851308 -1.454336 -3.444063 0.2667 0.0770 -0.0182
H 3.912341 -2.620606 -2.180808 -0.2224 -0.1234 0.1569
H 3.568976 -0.974832 -0.482071 -0.1616 -0.0077 0.0574
H 2.636502 0.039566 -1.579516 0.0712 0.3326 0.1147
C 2.830879 2.469274 1.424221 -0.8369 -0.0059 -1.2079
C 4.017132 2.993043 2.140612 -0.0868 -0.1227 1.2897
C 4.744629 1.857565 2.914999 0.7563 0.5856 -0.3738
C 5.128346 0.723471 2.090777 0.8183 -2.5367 -2.3873
N 5.475181 -0.175425 1.421285 -0.8831 2.2111 1.7764
H 2.221049 3.311278 1.096750 -0.0165 0.0006 -0.3730
H 2.155062 1.869790 2.034128 0.2349 -0.2809 0.1808
H 3.148395 1.909641 0.544385 -0.3534 -0.1607 -0.0564
H 3.604502 3.733489 2.825876 0.4893 -0.0238 0.6137
H 4.669288 3.572988 1.487579 0.2409 -0.4452 -0.0922
H 4.199891 1.422356 3.752826 -0.2524 0.4685 0.0872
H 5.715384 2.211916 3.261653 -0.0872 0.2429 0.4934
C -4.122136 -4.354111 3.645936 0.0386 0.5171 0.8947
C -4.513817 -2.869966 3.945012 1.2131 -1.2344 0.0585
C -3.293915 -1.913390 3.913400 -0.3437 0.4770 -1.5098
C -2.685717 -1.890397 2.584978 1.8693 -0.1590 -5.2357
N -2.205829 -1.883480 1.490857 -1.9612 -0.0355 4.6546
H -3.585055 -4.749839 4.507940 -0.0752 -0.0678 0.2164
H -3.420539 -4.512870 2.827004 -0.3730 0.3447 -0.3785
H -5.017223 -4.964059 3.523962 0.1137 0.0235 -0.1887
H -4.929959 -2.807150 4.950494 -0.2187 -0.0327 -0.1062
H -5.260770 -2.552896 3.217258 0.1317 0.2993 0.0900
H -2.398557 -2.057703 4.518064 -0.6376 -0.3471 0.9666
H -3.681082 -0.898174 4.000238 0.1828 0.1729 0.6283
C 1.901306 -0.140501 5.600299 -0.2456 -1.4016 -1.4215
C 1.602038 -1.644639 5.238488 0.8344 1.7618 0.2452
C 0.988345 -1.848326 3.863150 -0.4846 -1.3637 0.2873
C 1.806696 -1.537172 2.687985 1.2096 1.3726 -1.9356
N 2.450729 -1.267813 1.745163 -1.6713 -0.8117 2.3708
H 2.522999 0.244169 4.791824 0.5405 0.0668 0.2668
H 2.403358 -0.121030 6.567592 -0.2494 0.5182 -0.1154
H 1.001087 0.461313 5.475622 -0.1787 0.0020 0.7787
H 0.947998 -2.039774 6.015795 0.0167 -0.3315 -0.2104
H 2.561422 -2.162004 5.233848 -0.0755 -0.2075 0.3324
H -0.041105 -1.491146 3.835882 0.1896 0.6644 -0.5187
H 0.837899 -2.925342 3.788943 -0.0492 -0.3017 -0.1337
C 1.307495 -1.092260 -6.511474 -0.2508 0.0530 -0.1088
C -0.084665 -1.251342 -7.120263 0.1616 0.5006 -0.0332
C -1.202478 -1.457203 -6.100117 -0.2788 -0.1902 0.5368
C -1.208735 -0.516437 -4.974514 0.0673 3.4359 2.9846
N -1.242666 0.269896 -4.084252 0.1563 -3.0124 -3.1758
H 1.476866 -1.840982 -5.737637 0.1375 -0.1907 -0.2078
H 1.455420 -0.125598 -6.030029 -0.0761 0.0948 -0.0942
H 2.028424 -1.203798 -7.321358 0.2252 0.0228 0.2648
H -0.032763 -2.045894 -7.864644 -0.4066 -0.3430 0.3065
H -0.361876 -0.375968 -7.707611 0.1975 0.2228 0.0322
H -1.166928 -2.415517 -5.581975 0.0939 -0.3926 -0.3840
H -2.186766 -1.357300 -6.557607 -0.0239 -0.1941 -0.1213
C -3.959145 2.196063 -0.032968 0.4280 -0.3766 -1.1753
C -4.013683 0.691403 -0.344014 -0.1038 -0.2940 0.7300
C -4.263579 0.260037 -1.815371 -0.5001 1.1993 0.2418
C -5.390578 1.038511 -2.390281 0.0518 -0.2462 0.0353
N -6.314416 1.603074 -2.781047 0.3329 -0.0940 0.0909
H -3.433525 2.393001 0.901385 -0.1522 -0.1062 0.0576
H -4.936242 2.679167 -0.035597 0.0346 -0.0675 -0.0212
H -3.342913 2.607835 -0.832217 -0.0008 0.5748 0.0892
H -4.760833 0.272819 0.330260 -0.1362 -0.4196 -0.1767
H -3.055564 0.260584 -0.053337 -0.0257 -0.0999 -0.0171
H -4.528061 -0.789720 -1.942460 0.1740 -0.0456 0.3095
H -3.358511 0.457518 -2.389793 -0.0388 0.0240 -0.1653
C 0.110138 -4.000214 0.148845 -0.6339 0.9036 0.6563
C 0.742925 -4.795902 -0.924004 0.8179 -0.8636 -0.3448
C 0.554685 -6.315061 -0.741521 -0.4149 -0.1856 -0.3202
C -0.857638 -6.730476 -0.606261 -4.7396 -1.1076 0.1101
N -2.007844 -7.041722 -0.496645 5.0522 1.3623 -0.4241
H 0.410055 -4.375543 1.127251 0.0395 0.0399 0.1373
H -0.979334 -3.999498 0.114879 -0.0222 -0.1369 -0.0469
H 0.417450 -2.956737 0.079448 0.0113 0.0696 0.1219
H 1.817705 -4.615834 -0.901169 0.1976 -0.0972 0.0339
H 0.456005 -4.474113 -1.925119 -0.3834 -0.1806 0.0232
H 1.039270 -6.731700 0.141474 0.2666 0.3856 0.1527
H 1.006096 -6.826963 -1.591390 -0.1837 -0.1808 -0.0566
C -0.790231 6.816203 0.537333 0.5855 -0.2038 -0.8075
C -1.303622 5.554132 -0.194396 -0.4668 0.6875 0.7058
C -0.164973 4.897291 -1.002630 -0.5009 0.5422 -0.3333
C 0.270406 5.755977 -2.169922 0.1917 -0.0504 -0.0789
N 0.572411 6.387245 -3.096746 -0.4398 -0.8262 1.3446
H -1.338347 7.164843 1.412624 -0.2813 -0.2302 -0.2131
H -0.696697 7.626809 -0.185339 -0.0973 0.1994 0.1137
H 0.232873 6.602627 0.846747 0.0957 0.0883 0.3024
H -2.190291 5.798250 -0.779480 0.2196 0.0583 -0.4430
H -1.723966 4.902532 0.571639 0.4535 -0.6249 -0.0827
H -0.433720 3.911734 -1.382823 -0.2223 0.1683 -0.1110
H 0.639430 4.705355 -0.292562 0.3808 0.2000 -0.3878
C -1.966199 1.917632 3.464085 -1.2064 -0.5818 0.0135
O -0.843839 2.299657 2.710551 0.1376 0.1184 0.3204
H -2.465220 1.102742 2.939657 0.2206 -0.1471 -0.1418
H -1.754707 1.563342 4.472967 0.4076 0.0259 0.0768
H -2.737505 2.683493 3.545593 0.1606 0.4154 -0.0257
H -0.398645 2.992704 3.203592 0.2399 0.1457 -0.1833
C 1.623745 2.528975 -3.229454 0.0354 -1.2577 -0.7171
O 1.751175 2.480973 -1.856648 0.2385 0.7266 1.9146
H 1.402520 1.495568 -3.496367 0.0301 -0.1531 -0.9914
H 0.792327 3.131039 -3.595995 0.1970 0.4293 -0.0444
H 2.605587 2.808698 -3.611334 -0.3051 0.2181 -0.3272
H 0.900500 2.273428 -1.463107 -0.2015 -0.0623 0.2750
C -0.179550 0.373551 -0.244674 -0.4358 0.0488 0.5479
O -0.654549 1.732971 -0.044581 0.4289 -0.7796 -1.3948
H -0.223147 0.092799 -1.296999 -0.0556 0.5823 -0.2071
H 0.840018 0.204604 0.101777 0.1379 0.3339 0.1092
H -0.809454 -0.366021 0.249650 -0.1278 0.1584 0.2369
H -0.812002 1.957291 0.875476 0.2841 -0.3610 0.4388
```
Forces are in eV/Å.

Properties
gap between HOMO and LUMO	9.51	eV
spin multiplicity	1



Number 1: E_HOMO -8.28 eV. Number 2: E_HOMO -9.65 eV.